Here is a cluster of 6 separate species, C24H48O6 in total at a distorted geometry from the OMol25 dataset. Energies are from ωB97M-V/def2-TZVPD.

Positions of all 78 atoms, in Å:
C 2.37 -3.57 2.20
C 3.09 -3.25 0.92
C 2.18 -2.48 0.05
O 0.92 -2.75 0.60
C 0.92 -3.01 2.04
H 2.86 -3.23 3.11
H 2.31 -4.66 2.16
H 3.41 -4.17 0.44
H 3.95 -2.61 1.13
H 2.22 -2.80 -0.99
H 2.39 -1.41 0.12
H 0.16 -3.74 2.32
H 0.86 -2.14 2.68
C -2.73 1.52 1.23
C -1.57 1.64 2.27
C -1.55 0.15 2.84
O -2.99 -0.22 2.88
C -3.66 0.38 1.80
H -2.35 1.26 0.24
H -3.26 2.47 1.08
H -1.79 2.48 2.92
H -0.62 1.89 1.80
H -0.97 -0.06 3.74
H -1.11 -0.46 2.05
H -4.65 0.67 2.15
H -3.79 -0.41 1.05
C -0.01 -1.03 -0.73
C -0.50 -0.61 -2.06
C -0.68 0.88 -1.84
O -0.49 1.10 -0.43
C -0.63 -0.07 0.32
H 1.08 -1.01 -0.63
H -0.25 -2.06 -0.47
H -1.46 -1.10 -2.26
H 0.17 -0.95 -2.85
H -1.60 1.32 -2.22
H 0.14 1.37 -2.36
H -1.66 -0.32 0.59
H -0.06 0.02 1.25
C 2.34 -2.50 -5.04
C 1.80 -2.15 -6.42
C 0.35 -2.37 -6.35
O 0.07 -3.01 -5.12
C 1.10 -2.67 -4.18
H 3.11 -1.79 -4.76
H 2.82 -3.47 -4.92
H 2.21 -2.82 -7.17
H 2.03 -1.12 -6.71
H 0.17 -3.22 -7.01
H -0.24 -1.47 -6.53
H 1.20 -3.54 -3.53
H 0.72 -1.83 -3.60
C -1.53 3.65 0.64
C -1.83 5.09 0.21
C -2.25 4.94 -1.23
O -1.30 4.02 -1.72
C -1.11 3.03 -0.69
H -2.34 3.16 1.17
H -0.75 3.56 1.40
H -0.90 5.64 0.36
H -2.67 5.54 0.72
H -2.20 5.88 -1.76
H -3.25 4.52 -1.38
H -0.07 2.74 -0.67
H -1.71 2.15 -0.91
C 1.45 -0.27 3.72
C 0.90 0.79 4.63
C 0.45 1.88 3.66
O 0.35 1.20 2.44
C 1.36 0.27 2.36
H 0.78 -1.13 3.75
H 2.46 -0.60 3.96
H 1.61 1.19 5.36
H 0.02 0.35 5.09
H 1.23 2.63 3.53
H -0.45 2.41 3.97
H 2.28 0.75 2.05
H 1.15 -0.46 1.57

For the HOMO energy, the calculation gives -8.35 eV. The SMILES is C1CCOC1.C1CCOC1.C1CCOC1.C1CCOC1.C1CCOC1.C1CCOC1. Its energy is -37934.6511 eV. The calculation puts the energy above the lowest of the compared OMol25 structures with the same formula, charge and spin at 357.87 kcal/mol.